{"formula": "C60H52Cl2KN8O3P", "method": "ωB97M-V/def2-TZVPD", "symbols": ["H", "C", "H", "N", "H", "C", "N", "C", "H", "C", "C", "C", "C", "C", "H", "C", "C", "H", "H", "H", "C", "H", "N", "C", "K", "H", "C", "C", "C", "H", "H", "H", "Cl", "H", "H", "N", "C", "C", "H", "H", "C", "C", "C", "C", "C", "H", "H", "C", "H", "C", "H", "H", "H", "C", "H", "C", "C", "C", "N", "C", "C", "H", "H", "N", "H", "C", "H", "H", "C", "C", "H", "N", "P", "H", "H", "C", "C", "H", "C", "C", "O", "C", "C", "H", "C", "H", "C", "H", "H", "H", "O", "C", "H", "H", "C", "H", "H", "H", "C", "C", "H", "N", "C", "H", "Cl", "H", "H", "H", "C", "C", "H", "C", "C", "H", "C", "C", "O", "H", "C", "C", "H", "C", "C", "C", "C", "C", "C"], "xyz": [[1.81502, 4.38064, -2.61666], [0.15988, 0.84055, -4.06623], [-4.64167, 1.97801, 1.25529], [-3.55192, 0.05687, -0.74342], [7.27517, 1.25114, -1.87668], [3.21040, -0.83925, -4.89174], [-0.72737, -0.20687, 3.49576], [1.39814, 4.34233, 1.88507], [0.46812, -3.89190, -2.41318], [-4.58538, 0.09416, -4.30828], [-3.45039, 2.11778, -3.76133], [0.83782, -2.92808, -2.06048], [5.75772, -3.56873, 0.91885], [5.30377, 0.51548, -1.49678], [-7.65611, -1.71475, 0.31926], [-0.71013, -0.21705, -3.45231], [-6.07191, -2.30582, 1.64677], [-6.70590, -2.89855, 2.29873], [0.75527, 1.00593, 4.34330], [0.95661, 1.95995, -7.17908], [3.87178, -1.81176, -0.19330], [-4.87753, -1.29974, -2.71491], [-2.54165, -1.12677, 1.51906], [3.99175, 1.76736, 0.05265], [-0.94301, 0.10509, -0.22929], [5.74430, -2.23379, 2.61029], [1.01465, -0.99546, 4.96796], [-5.76633, -0.87110, -0.25660], [2.56081, -1.07905, -2.55832], [0.83395, -3.09246, 5.62146], [-0.42519, 0.25594, -6.03074], [-4.12411, 1.63072, -5.75535], [1.49369, -3.12033, 1.81708], [-1.75460, 0.09072, -3.49734], [2.53714, -2.37419, -6.23798], [-0.06911, 2.06399, 1.24313], [1.70005, 2.78213, -5.33722], [4.09413, 0.70341, -0.83005], [-0.44822, -0.39605, -2.41673], [-3.40085, 2.90640, 2.11071], [5.34246, -2.44196, 1.62539], [-2.19158, -0.09701, 6.24062], [-4.39341, -0.73532, -0.01651], [4.29470, -2.93507, -0.88678], [6.34848, 1.41047, -1.33859], [4.92542, 3.48467, 0.92474], [3.91098, -3.14143, -1.87733], [0.18150, 0.94526, -5.45442], [1.26474, -3.55788, -4.48550], [3.21428, -0.39516, -3.57726], [1.98427, 5.21911, 2.13747], [-6.64691, -0.03371, 4.95021], [-1.64654, -1.02521, 6.07483], [-4.49639, -0.32579, -2.99577], [-1.08683, -2.68407, 0.22483], [-4.71590, -2.15793, 1.94366], [-0.11623, 2.60188, 2.46749], [-5.34196, 0.85680, 3.49926], [-1.66877, 0.86849, 3.46579], [5.03975, 2.66060, 0.23134], [0.35982, 2.49434, -1.21106], [-5.05918, -0.55903, -5.03649], [-2.64508, -0.14381, 7.23225], [1.05573, 1.60892, -1.89403], [-1.12259, -3.51453, 4.14830], [-5.62312, 0.20528, 4.69006], [-6.14032, 1.12650, 2.81958], [3.70748, -0.25226, -5.65290], [-4.03442, 1.12957, 3.12674], [0.94880, 1.89818, -6.09714], [3.09137, 3.19169, -2.39232], [-2.10263, -1.97165, 2.46175], [2.68767, -0.49716, -0.80736], [3.39348, -4.17778, 2.67231], [-2.99529, 1.38250, 1.28562], [-3.26273, 0.13485, 5.21521], [-3.00335, 0.69001, 3.96927], [-1.46133, 0.71424, 6.24514], [1.34849, 3.87358, 0.58856], [1.84437, -2.67819, -4.23174], [-0.47604, 3.31845, -1.63017], [-3.36106, 1.71369, -2.44469], [1.68968, 2.71624, -3.95248], [-6.19453, -0.34484, -1.10118], [6.21684, 2.49452, -0.47924], [1.87807, -4.68232, 3.50404], [-6.59783, -1.64669, 0.55191], [6.48615, -4.24647, 1.34716], [3.08252, 1.89223, 0.61626], [5.52476, -4.68928, -0.89277], [-0.69688, -3.19497, -0.50619], [-1.19920, 2.15344, 3.44151], [-4.80400, -0.57842, 6.51121], [-0.61273, -1.16314, -3.98748], [0.43056, -2.31951, 4.97895], [7.03554, 3.19322, -0.35410], [1.86800, 4.36984, -0.21929], [5.43852, -0.35122, -2.13278], [-3.74925, 1.89918, 1.87392], [-3.86223, -1.39634, 1.15180], [3.14192, 4.28726, -3.78732], [0.30705, -2.39726, -1.03522], [-3.85100, 0.45986, -2.00350], [4.07730, -0.72296, 1.64744], [2.31044, -5.94439, 1.57189], [2.30231, 3.54341, -5.82279], [1.92005, -0.76492, 5.51131], [0.50924, 4.10618, 3.84911], [0.39095, -0.01155, 4.30002], [0.59051, 2.73193, 0.29230], [-4.30935, -2.60542, 2.84142], [-4.06367, 1.31783, -4.72081], [2.34993, -4.45287, 2.55246], [3.71456, 0.53202, -3.34742], [-0.63634, -2.54739, 4.19524], [1.80460, -2.21292, -2.91515], [-1.71705, 3.03874, 4.11702], [-2.84372, 2.33980, -1.72825], [2.54648, -2.00773, -5.21915], [0.61403, 3.71831, 2.84675], [-3.00856, 3.06631, -4.04352], [-4.59238, -0.12306, 5.54994], [4.40514, -1.58793, 1.07722], [-1.21007, -1.56506, 3.30521], [5.22233, -3.81308, -0.33291], [0.92474, 1.73077, -3.30092], [2.48561, 3.69755, -3.14333]], "lowdin_charge": [0.074, -0.186, 0.086, -0.018, 0.095, -0.072, 0.052, -0.055, 0.134, -0.141, -0.127, -0.113, -0.118, -0.100, 0.073, -0.021, -0.163, 0.072, 0.110, 0.084, -0.379, 0.098, -0.081, -0.114, 0.680, 0.098, -0.114, -0.073, -0.299, 0.083, 0.109, 0.072, 0.674, 0.067, 0.097, 0.117, -0.077, -0.372, -0.003, 0.085, -0.110, -0.026, -0.277, -0.083, -0.089, 0.098, 0.096, -0.064, 0.108, -0.092, 0.101, 0.093, 0.062, -0.067, 0.046, -0.078, -0.187, -0.044, 0.057, -0.086, -0.593, 0.082, 0.073, 0.078, 0.110, -0.092, 0.111, 0.104, -0.183, -0.116, 0.063, 0.022, 1.140, 0.005, 0.042, -0.192, -0.126, 0.080, -0.026, -0.057, 0.015, -0.060, -0.216, 0.089, -0.105, 0.017, -0.158, 0.092, 0.081, 0.096, -0.067, -0.396, 0.096, 0.087, -0.168, 0.091, 0.110, 0.107, -0.025, -0.252, 0.069, -0.058, -0.344, 0.107, 0.481, 0.093, 0.086, 0.110, -0.101, -0.198, 0.085, -0.156, -0.983, 0.094, -0.104, -0.239, 0.077, 0.092, -0.082, -0.017, 0.097, -0.066, -0.139, -0.317, -0.097, -0.204, -0.041], "total_charge": -2, "energy_ev": -131785.621, "e_homo_ev": -0.270}